(1)
19
Properties=species:S:1:pos:R:3:forces:R:3:mulliken_charge:R:1 method="wB97M-V/def2-TZVPD" relative_energy_kcal_mol=113.81 homo_lumo_gap_ev=9.0 smiles="CCN=[PH3].C=C=C"
P -0.1540 1.1111 -1.0634 1.1 -2.7 1.4 0.0282
N -0.3877 0.3187 0.2480 -0.4 0.4 0.1 -0.2680
C -2.7443 -0.4792 0.0609 0.6 0.5 -0.9 -1.1901
C -1.4727 -0.3092 0.9568 -1.9 1.1 0.5 -0.1996
C 1.8676 -1.3718 -0.1686 2.7 -3.1 -0.8 -0.4681
C 2.2609 -0.1921 0.1375 1.3 -0.6 2.0 0.1880
C 3.0079 0.7051 0.7175 -1.5 -0.2 0.0 -0.7801
H -1.9826 0.4248 1.7483 1.8 -1.6 -0.7 0.1884
H 2.6524 -2.2592 -0.2446 -1.5 2.1 0.4 0.1797
H 0.7401 2.1445 -0.8950 0.4 0.5 -0.1 0.0561
H 3.3946 1.3521 0.0196 1.5 1.9 -1.1 0.2892
H 2.9421 0.9856 1.7549 0.1 -0.2 0.2 0.2536
H -1.1619 -1.3406 1.4588 -0.6 2.2 -1.0 0.2456
H -3.3727 0.4266 -0.1393 1.2 0.0 0.3 0.3058
H 0.5484 0.2712 -2.0591 -0.7 1.1 0.3 0.0790
H 0.9286 -1.6339 -0.4993 -2.0 -0.3 -0.6 0.3183
H -3.4495 -1.0411 0.6345 -0.5 -1.3 -0.2 0.3811
H -1.1719 1.7283 -1.7043 -1.1 0.6 -1.0 0.0895
H -2.4454 -0.8408 -0.9631 -0.6 -0.4 1.1 0.3033

(2)
20
Properties=species:S:1:pos:R:3:forces:R:3:mulliken_charge:R:1 method="wB97M-V/def2-TZVPD" relative_energy_kcal_mol=53.67 homo_lumo_gap_ev="8.9 / 5.7"
S 2.6719 -1.1468 -0.8633 0.1 -0.4 0.2 -0.3243
P -0.7032 -3.9353 1.0175 0.1 0.9 0.0 -0.0515
N 0.6677 0.6483 -0.4928 -0.2 0.0 0.2 0.1586
C 0.2238 1.9644 -0.9213 -0.3 0.3 -0.3 -0.5335
C 0.4502 0.0976 1.8919 -0.1 0.0 -0.3 -1.0272
C 1.7693 0.1550 -0.9470 0.5 0.2 -0.5 0.1333
C -0.1413 -0.0645 0.4979 0.0 -0.3 0.3 -0.3809
C -0.9638 1.8819 -1.8774 0.2 -0.1 0.2 -1.1099
H -0.1630 -0.4287 2.6125 -0.1 -0.1 0.2 0.3522
H 0.5047 1.1447 2.1747 0.0 0.2 0.1 0.3244
H -0.1580 -1.1266 0.2320 0.0 0.2 -0.1 0.1507
H 1.4482 -0.3250 1.9160 0.2 -0.1 0.0 0.2946
H -1.8558 1.5220 -1.3706 -0.1 0.0 0.0 0.3265
H -0.0078 -5.0417 0.5597 0.4 -0.5 -0.3 0.0514
H -1.1628 0.3183 0.4597 0.1 0.0 -0.1 0.1968
H -1.6930 -4.7385 1.5597 -0.5 -0.4 0.3 0.0560
H -1.1705 2.8656 -2.2862 -0.1 0.1 -0.1 0.3754
H 1.0608 2.4510 -1.4253 0.0 -0.1 0.2 0.4270
H -0.0410 2.5534 -0.0391 0.1 0.0 0.0 0.2670
H -0.7363 1.2051 -2.6985 0.0 0.0 -0.1 0.3135

(3)
19
Properties=species:S:1:pos:R:3:forces:R:3:mulliken_charge:R:1 method="wB97M-V/def2-TZVPD" relative_energy_kcal_mol=19.93 homo_lumo_gap_ev=6.2 total_charge=-1
S 0.7317 0.6942 2.2051 0.1 0.0 0.1 -0.6756
N -1.1483 -0.7629 -0.6352 0.1 0.4 -0.2 -0.5396
C 0.1483 2.9414 0.6596 0.1 0.2 0.2 -1.0209
C 1.2821 2.0147 1.0751 0.0 -0.3 0.0 -0.4428
C -1.4385 -0.7290 0.5960 -0.3 -0.5 0.1 -0.3634
C -0.2178 -2.8269 -1.6327 -0.2 0.2 -0.1 -1.0932
C 0.0716 -1.4935 -0.9568 -0.1 -0.2 0.2 -0.2314
H 0.7052 -3.3969 -1.7468 0.0 -0.1 -0.1 0.3206
H -0.9233 -3.4005 -1.0345 0.1 -0.1 0.2 0.2886
H -0.6962 -2.6965 -2.6076 0.1 0.1 0.0 0.2937
H 0.5093 3.7886 0.0603 0.0 0.0 -0.1 0.3372
H 0.6621 -1.6578 -0.0474 0.0 0.0 0.0 0.3546
H -0.3358 3.3433 1.5526 0.0 0.0 0.0 0.2571
H 2.0852 2.5770 1.5582 0.0 0.2 0.0 0.2703
H 1.7248 1.5746 0.1756 0.0 0.0 -0.1 0.1921
H -0.9594 -1.3677 1.3394 0.2 0.2 0.0 0.2889
H -0.6013 2.3925 0.0901 0.0 0.0 0.0 0.2241
H -2.2743 -0.1357 0.9596 0.0 0.0 -0.2 0.2957
H 0.6748 -0.8590 -1.6107 0.0 0.0 0.0 0.2441

(4)
19
Properties=species:S:1:pos:R:3:forces:R:3:mulliken_charge:R:1 method="wB97M-V/def2-TZVPD" relative_energy_kcal_mol=49.27 homo_lumo_gap_ev=5.6 smiles=CCN[C@@H](C)C[S-] total_charge=-1
S -3.9112 -0.8081 0.4646 1.4 0.1 0.2 -0.6735
N 0.3259 -0.6245 0.8240 0.2 -0.4 -1.3 -0.3396
C -2.0585 -1.2280 0.4623 -0.4 -0.4 -1.4 -1.1294
C 2.2624 0.6021 -0.6056 1.1 3.6 4.8 -1.2690
C -0.9773 0.7118 -0.8943 4.1 -2.8 -1.3 -1.0373
C 1.4850 0.2722 0.7387 -0.5 1.5 0.7 -0.5898
C -0.9924 -0.0474 0.3866 -1.6 -0.3 3.3 0.3746
H 0.5424 -1.5771 0.3686 -0.7 2.1 0.7 0.2702
H -1.3718 0.7998 1.1387 1.2 -2.1 -0.6 0.1319
H -1.3978 1.6405 -0.8439 -0.7 2.5 0.1 0.2758
H 1.9933 1.4157 -1.2244 -1.3 0.4 -0.8 0.4620
H 2.2163 -0.1295 1.4370 0.4 -0.3 -0.2 0.4145
H -1.9495 -1.8240 -0.4695 0.2 0.6 -0.2 0.2523
H 0.1368 0.6438 -1.2705 -2.4 1.0 0.6 0.1973
H 3.2477 1.0475 -0.2368 -0.7 -0.8 -0.2 0.3519
H 1.2092 1.2573 1.2858 0.1 -1.4 -1.1 0.2585
H -1.8085 -2.0695 1.1408 0.0 1.2 0.7 0.3540
H -1.4606 0.1475 -1.6275 -1.3 -0.8 -1.3 0.3526
H 2.5087 -0.2302 -1.0748 0.9 -3.8 -2.6 0.3434

(5)
19
Properties=species:S:1:pos:R:3:forces:R:3:mulliken_charge:R:1 method="wB97M-V/def2-TZVPD" relative_energy_kcal_mol=57.60 homo_lumo_gap_ev="8.5 / 8.5" smiles="CC(C)([NH3+])CC=S" total_charge=+1
S 2.7537 -1.4265 -0.3619 -0.3 1.6 0.2 -0.1343
N -1.6140 0.8408 0.3404 0.6 2.3 3.1 -0.3731
C 0.8312 0.8798 -0.2506 3.6 0.8 0.9 -0.9825
C -0.7331 -0.7144 -1.1727 0.2 1.8 0.9 -1.7452
C -0.2987 -0.0373 0.1660 -1.2 0.3 -2.4 1.2436
C 2.3927 0.1614 -0.3591 -1.5 0.4 -1.5 -0.2398
C -0.0337 -0.8951 1.3684 -0.4 0.7 0.8 -1.7422
H -0.7860 -1.4930 1.8623 -1.4 0.6 -0.1 0.4909
H 0.6283 1.2450 -1.2500 0.2 -0.1 -0.4 0.4806
H 1.0679 1.8463 0.3104 -0.7 -1.4 0.0 0.3884
H -2.4237 0.2932 0.5970 -0.4 -0.7 -0.8 0.3621
H -1.6676 1.5434 1.1507 1.0 -1.2 -0.8 0.3780
H 0.4100 -0.2244 2.0950 0.3 -0.3 0.5 0.4164
H 3.1644 0.9148 -0.7651 -1.3 -1.0 1.0 0.3159
H -1.3027 -1.5128 -0.9252 -2.2 -2.6 0.6 0.5671
H -1.7694 1.4894 -0.4294 -0.2 -0.6 -0.6 0.3723
H 0.5941 -1.7252 1.1862 1.5 -0.2 -0.8 0.3756
H 0.0687 -1.1174 -1.6848 1.9 -0.6 -0.9 0.3751
H -1.2821 -0.0682 -1.8775 0.3 0.0 0.5 0.4510

(6)
19
Properties=species:S:1:pos:R:3:forces:R:3:mulliken_charge:R:1 method="wB97M-V/def2-TZVPD" relative_energy_kcal_mol=44.26 homo_lumo_gap_ev=8.5 total_charge=+1
S -0.2233 0.8421 0.2947 -0.4 -0.3 0.4 -0.2850
N 2.8935 1.1488 0.4833 0.2 -4.7 1.4 -0.2959
C 2.2791 0.1506 -0.1461 0.9 1.9 -1.0 0.0704
C -2.8399 0.9354 0.6151 -3.2 0.8 0.8 -1.1040
C -1.7477 0.2339 0.0430 3.2 -0.3 -1.8 0.7356
C -1.9979 -0.7936 -0.9978 0.4 -1.1 -1.1 -1.1181
C 2.3645 -1.1954 0.2470 0.0 -2.5 -3.1 -1.0513
H 3.3183 0.9082 1.4096 -0.8 0.9 -1.0 0.2665
H 3.2994 -1.5497 -0.2503 -0.1 0.0 0.6 0.3616
H 2.5206 2.0005 0.2872 -0.3 3.5 -0.5 0.2701
H -2.6145 1.9971 0.7972 -0.1 -0.5 0.0 0.3844
H -3.0992 0.4878 1.6103 0.1 0.2 -0.7 0.2893
H 2.3554 -1.3360 1.2565 0.1 -0.7 2.7 0.4594
H 1.6016 -1.8222 -0.2964 0.5 0.7 0.9 0.2544
H -1.1778 -1.4047 -1.4924 -0.5 1.0 1.3 0.2725
H -3.7522 0.8513 -0.0577 0.9 0.1 1.0 0.3356
H -2.4358 -0.2684 -1.8409 -0.1 0.6 -0.3 0.3583
H -2.8137 -1.4595 -0.7703 -0.3 -0.4 0.6 0.3739
H 2.0696 0.2736 -1.1920 -0.5 0.7 -0.2 0.4221

(7)
19
Properties=species:S:1:pos:R:3:forces:R:3:mulliken_charge:R:1 method="wB97M-V/def2-TZVPD" relative_energy_kcal_mol=46.49 homo_lumo_gap_ev=6.9 total_charge=+1
S -1.1145 -1.1624 1.6296 0.1 0.2 0.0 -0.2631
N 1.6846 1.2879 -0.7357 -0.3 -0.1 0.0 0.0660
C 1.4278 -0.1078 -0.9229 0.2 0.5 0.2 -0.0439
C -1.7544 -0.6691 0.0035 -0.1 0.0 0.0 -0.3296
C 1.8354 1.8417 0.3986 0.1 0.3 0.1 -0.1514
C 1.3852 -0.6154 -2.1353 0.0 -0.3 0.0 -0.6038
C -1.7376 0.8583 -0.1432 -0.2 -0.3 0.1 -0.9305
H -1.1462 -1.1594 -0.7505 0.0 0.0 -0.1 0.1895
H 2.0018 2.9095 0.4482 0.0 0.0 0.0 0.2810
H -1.1917 -2.4797 1.4177 0.0 -0.1 0.1 0.1529
H -1.2901 1.3467 0.7222 0.1 0.1 0.0 0.2795
H 1.8017 1.2441 1.2985 0.0 -0.1 0.1 0.2747
H -2.7719 -1.0297 -0.0962 -0.1 -0.1 0.0 0.4150
H -2.7614 1.2144 -0.2091 0.0 0.2 0.0 0.3273
H 1.2225 -1.6778 -2.2364 -0.1 0.0 -0.1 0.2939
H -1.2207 1.1476 -1.0543 0.1 0.2 0.0 0.2024
H 1.6721 1.8860 -1.5594 0.2 -0.1 -0.1 0.3049
H 1.5174 -0.0275 -3.0328 0.0 0.0 0.0 0.2617
H 1.2715 -0.6247 0.0146 0.0 -0.2 0.0 0.2736

(8)
20
Properties=species:S:1:pos:R:3:forces:R:3:lowdin_spin:R:1 method="wB97M-V/def2-TZVPD" relative_energy_kcal_mol=252.54 homo_lumo_gap_ev="5.2 / 5.3" multiplicity=2 s2=1.7571
S 4.5458 -0.4106 -0.5450 -1.8 -1.1 0.0 -0.8724
S -5.8225 -0.2666 1.4226 -0.5 -0.2 0.1 1.8673
N 0.4027 -0.6960 -0.0272 0.8 -0.2 2.4 0.0011
C 2.8024 -1.2298 -0.3744 0.8 0.3 -1.5 -0.0738
C -0.7860 0.1742 -0.1755 0.1 0.6 -1.4 0.0031
C 1.7936 -0.0796 -0.0299 -1.9 -4.0 -2.1 -0.0057
C -3.0546 0.6884 0.5772 0.5 1.3 1.1 0.0754
C -1.8019 0.3843 0.9390 0.6 -0.3 -0.4 0.0082
H 1.5895 1.0558 -0.9089 -0.1 2.4 -2.7 -0.0014
H 2.5103 -1.9337 -1.3022 0.6 1.9 2.1 -0.0038
H 1.5039 0.1630 -1.1430 1.3 0.8 0.5 0.0002
H 2.8872 -1.8482 0.5190 0.1 -0.2 0.0 -0.0221
H -3.7914 0.3803 1.3156 -0.1 1.0 0.1 0.0436
H 0.4108 -1.1041 0.8970 -0.8 -0.8 0.1 0.0001
H 2.1752 0.4083 0.8435 -0.1 1.3 0.0 0.0006
H -3.2724 1.4758 -0.1855 -0.1 -1.8 -0.1 -0.0005
H -1.5331 0.2350 1.9992 -0.3 -0.8 -0.6 0.0007
H -0.3998 1.0801 -0.6392 -0.3 0.5 0.2 -0.0004
H -1.4249 -0.2596 -0.9719 0.8 0.0 0.3 0.0003
H 1.2651 1.7831 -2.2102 0.4 -0.8 1.8 -0.0205

(9)
18
Properties=species:S:1:pos:R:3:forces:R:3:mulliken_charge:R:1 method="wB97M-V/def2-TZVPD" homo_lumo_gap_ev=7.8 total_charge=-1
Nb -2.0240 -0.1296 0.3021 1.0 0.7 -0.9 -0.7329
C 1.8462 0.3362 0.5061 -0.3 0.2 0.1 -0.7361
C -0.2679 0.5376 -0.9987 0.0 -0.9 0.6 -1.4595
C 0.8383 1.2566 -0.2309 0.0 -0.4 0.0 -0.1622
C 1.8134 -1.0665 0.1505 0.0 0.3 -0.1 -0.5185
C 1.8420 -2.2162 -0.1619 0.3 -0.7 -0.2 0.2109
H -0.7543 1.2737 -1.6441 -0.5 0.1 0.0 0.4293
H -2.0527 -1.6561 -0.7436 -0.5 0.1 -0.3 -0.0096
H 1.6792 0.3980 1.5768 -0.1 0.0 0.2 0.2919
H 1.4218 1.9029 -0.8850 0.0 0.2 -0.2 0.3138
H 1.9611 -3.2338 -0.4273 -0.2 -0.1 0.0 0.4075
H 0.3576 1.8824 0.5103 0.1 0.4 0.2 0.1653
H -3.2694 -0.9859 1.3504 0.4 -0.6 -0.1 0.0532
H -2.1355 1.4859 1.2296 -0.3 0.3 -0.2 -0.0272
H -0.8559 -0.7835 1.5660 -0.2 0.2 0.6 0.0390
H 0.1211 -0.2317 -1.6559 0.2 -0.1 -0.2 0.4433
H 2.8598 0.6765 0.3238 0.3 0.2 0.0 0.3152
H -3.3807 0.5536 -0.7682 -0.4 0.1 0.4 -0.0232

(10)
18
Properties=species:S:1:pos:R:3:forces:R:3:mulliken_charge:R:1 method="wB97M-V/def2-TZVPD" relative_energy_kcal_mol=115.92 homo_lumo_gap_ev=8.9
O 0.7664 1.8051 0.5346 1.0 -1.6 -1.4 -0.8197
C 0.1971 -1.2152 -0.3531 -0.1 0.8 0.6 -0.1129
C -0.0906 -0.4879 2.0317 0.2 0.6 0.2 -1.0460
C -0.5424 0.7416 -1.8111 -1.0 1.0 -0.4 -0.7673
C 0.1849 -0.4960 -1.5049 1.8 -0.5 -0.6 -0.6085
C -0.7592 -0.9900 0.7472 -0.9 0.0 1.0 -0.2254
H -1.6224 -0.3857 0.4458 0.4 0.3 0.0 0.2213
H 1.3418 0.3936 -0.4551 -1.6 1.3 1.5 0.3938
H 1.4474 2.4219 0.8385 0.2 -0.4 -0.4 0.1742
H -0.1612 1.3921 -1.0296 -0.4 0.8 0.0 0.2743
H 0.8818 -0.9615 2.1536 -0.1 -0.6 0.3 0.2958
H -1.6278 0.7915 -1.7872 -0.2 -0.6 0.5 0.3166
H 0.2020 0.5641 1.9901 -0.6 -0.1 -0.2 0.2506
H 0.9815 -1.9293 -0.1106 -0.1 -0.2 -0.6 0.3553
H -1.2528 -1.9112 1.0944 0.4 -0.3 -0.7 0.3361
H 0.8885 -0.8334 -2.2695 0.0 0.0 0.1 0.3142
H -0.3332 1.1950 -2.7817 0.5 -0.4 0.0 0.2975
H -0.7630 -0.6733 2.8754 0.4 -0.1 0.0 0.3501

(11)
18
Properties=species:S:1:pos:R:3:forces:R:3:mulliken_charge:R:1 method="wB97M-V/def2-TZVPD" relative_energy_kcal_mol=79.87 homo_lumo_gap_ev="7.6 / 8.0"
O 0.2339 -0.7863 1.1008 0.2 -0.4 0.0 -0.3023
C 0.6782 0.2924 0.5533 0.1 0.5 -0.2 0.9046
C -1.0246 -0.8106 -1.7237 0.0 0.0 0.0 -0.8836
C -0.1487 1.5212 0.5812 0.0 0.0 0.0 -1.3438
C 1.9954 0.1909 -0.1371 0.0 0.0 0.0 -1.2424
C -0.9383 -1.0044 1.6739 -0.3 0.0 0.3 -0.6378
H 1.9001 0.4129 -1.2105 0.0 0.0 0.1 0.2784
H -1.0384 -2.0007 2.0756 0.0 0.2 0.0 0.2307
H -1.3741 -0.8983 -0.6883 0.0 0.0 -0.3 0.1729
H -1.8110 -1.1672 -2.3920 0.1 0.0 0.0 0.3442
H -0.1280 -1.4238 -1.8517 -0.1 0.1 0.0 0.2274
H 0.2133 2.2400 -0.1599 0.0 -0.1 0.2 0.3008
H -0.1426 2.0112 1.5677 0.0 -0.1 -0.1 0.3811
H -1.5510 -0.1678 1.9787 0.1 -0.1 0.0 0.2787
H -1.2006 1.2845 0.3541 0.2 0.0 0.0 0.4155
H 2.7304 0.8963 0.2731 -0.1 -0.1 0.0 0.3509
H 2.3950 -0.8214 -0.0332 -0.1 0.1 0.0 0.3298
H -0.7892 0.2310 -1.9622 -0.1 -0.2 0.0 0.1947

(12)
18
Properties=species:S:1:pos:R:3:forces:R:3:mulliken_charge:R:1 method="wB97M-V/def2-TZVPD" relative_energy_kcal_mol=125.06 homo_lumo_gap_ev=8.0
O 0.2489 0.8595 -0.1834 0.0 0.2 0.0 -0.1521
C 0.6109 2.9723 0.8622 0.1 0.1 -0.2 -0.8920
C -0.5389 -2.6847 -1.1446 0.0 -0.1 0.0 -1.2202
C -0.2894 -1.1857 -1.2949 0.0 0.0 0.0 -0.2748
C 0.6550 1.5610 0.8466 0.1 0.1 0.1 -0.1290
C 0.0332 -0.5448 0.0391 0.0 -0.2 0.0 -0.6371
H -1.3732 -2.8828 -0.4618 0.1 0.0 -0.1 0.3316
H 0.3455 -3.1994 -0.7515 -0.1 0.1 0.0 0.3310
H -0.8255 1.2164 1.9491 0.0 0.1 0.0 0.0997
H -0.3162 2.3056 1.6508 -0.1 -0.2 0.2 0.0006
H -0.7888 -0.6345 0.7596 0.1 0.0 -0.1 0.3887
H 0.5380 -1.0042 -1.9915 -0.1 0.0 0.1 0.2801
H -0.7832 -3.1356 -2.1109 0.0 0.1 0.1 0.3460
H 0.0615 3.4736 0.0739 0.1 -0.1 0.1 0.2889
H -1.1744 -0.6931 -1.7131 0.1 -0.1 0.1 0.2822
H 0.9399 -0.9778 0.4851 -0.1 0.1 -0.1 0.3028
H 1.3966 3.5026 1.3886 -0.1 -0.1 0.0 0.2767
H 1.2602 1.0515 1.5967 -0.1 0.1 -0.1 0.3769

(13)
18
Properties=species:S:1:pos:R:3:forces:R:3:mulliken_charge:R:1 method="wB97M-V/def2-TZVPD" relative_energy_kcal_mol=109.40 homo_lumo_gap_ev=7.2
O 0.6041 0.0162 -0.9024 -0.8 0.3 1.2 -0.3059
C -1.4038 1.3230 -0.2301 0.1 -0.1 -0.2 -1.3730
C -0.7006 -0.0136 -0.0265 -0.2 -0.5 -0.7 0.9323
C 2.1876 -0.2126 0.9014 0.2 0.0 0.2 -1.0246
C -1.4484 -1.1919 -0.5710 -0.2 -0.3 -0.2 -1.4806
C 1.3826 0.8306 0.1954 0.9 0.6 0.4 -0.5499
H -1.6381 -1.0402 -1.6349 -0.2 -0.2 0.0 0.3436
H 1.0779 -0.8364 -1.1282 -1.0 0.6 0.6 0.3780
H 1.5742 -0.9347 1.4746 0.1 0.2 -0.1 0.2570
H -0.4629 -0.1541 1.0389 0.4 0.0 -0.7 0.2190
H -1.0408 2.0941 0.4532 0.0 -0.3 -0.1 0.3681
H 2.7985 0.3263 1.6318 0.1 -0.2 0.0 0.3135
H 2.8728 -0.8188 0.2669 0.0 0.0 0.1 0.3066
H -0.8582 -2.1025 -0.4269 -0.2 0.0 -0.1 0.3609
H -2.4886 1.1961 -0.1033 0.2 -0.1 0.0 0.3898
H 1.9974 1.5036 -0.3928 0.4 -0.1 -0.3 0.1539
H -2.3951 -1.3046 -0.0391 0.0 0.0 -0.1 0.4163
H -1.2267 1.6608 -1.2528 -0.1 0.0 0.0 0.2949